{"formula": "C59H66FeN4O3S3Se", "method": "wB97M-V/def2-TZVPD", "species": ["Fe", "C", "C", "C", "C", "C", "C", "C", "Se", "C", "C", "C", "C", "C", "C", "O", "C", "C", "C", "C", "C", "C", "C", "C", "C", "O", "C", "C", "C", "C", "C", "C", "H", "H", "H", "H", "H", "H", "H", "H", "H", "H", "H", "H", "H", "H", "H", "H", "H", "H", "H", "H", "H", "H", "H", "H", "H", "H", "H", "H", "H", "H", "H", "H", "H", "H", "H", "H", "H", "H", "H", "H", "S", "C", "C", "C", "C", "C", "C", "N", "C", "C", "C", "C", "C", "C", "C", "C", "N", "C", "C", "C", "C", "C", "S", "C", "H", "H", "H", "H", "H", "H", "H", "H", "H", "H", "H", "H", "C", "C", "C", "N", "C", "S", "N", "C", "O", "C", "C", "C", "C", "C", "C", "H", "H", "H", "H", "H", "H", "H", "H", "H", "H", "H", "H", "H", "H"], "xyz": [[0.2353, -0.7062, 0.8817], [-2.4358, 2.8047, -5.4492], [-3.1138, 3.1865, -4.1317], [-2.8787, 4.6856, -3.8829], [-4.6172, 2.8964, -4.2499], [-2.5489, 2.4231, -2.9488], [-1.5885, 1.4218, -3.0584], [-1.0545, 0.8669, -1.9156], [0.2517, -0.5725, -2.0189], [-0.9949, -2.0657, -2.0480], [-1.4660, -2.5286, -3.2515], [-2.3660, -3.5912, -3.2947], [-2.7262, -4.1799, -2.0838], [-2.2559, -3.7636, -0.8529], [-1.3628, -2.6539, -0.8096], [-0.8789, -2.1740, 0.2855], [-2.6591, -4.4342, 0.4515], [-3.3065, -3.3946, 1.3782], [-1.4071, -5.0182, 1.1244], [-3.6631, -5.5695, 0.2338], [-2.9223, -4.0478, -4.6303], [-3.6528, -2.8634, -5.2800], [-1.7579, -4.5045, -5.5203], [-3.9101, -5.2087, -4.4903], [-1.4000, 1.3143, -0.6115], [-0.6826, 0.9444, 0.3909], [-2.5255, 2.1743, -0.5063], [-3.0234, 2.7188, -1.6717], [-3.2172, 2.4945, 0.8133], [-4.7006, 2.1147, 0.6682], [-3.0644, 3.9936, 1.1087], [-2.6605, 1.7159, 2.0090], [-2.8227, 3.4283, -6.2517], [-2.6352, 1.7673, -5.7075], [-1.3606, 2.9598, -5.3932], [-3.2179, 5.2720, -4.7324], [-1.8177, 4.8769, -3.7362], [-3.4127, 5.0333, -3.0033], [-5.0313, 3.4000, -5.1195], [-5.1603, 3.2397, -3.3739], [-4.7854, 1.8270, -4.3585], [-1.2541, 1.0606, -4.0189], [-1.1340, -2.0396, -4.1552], [-3.4182, -5.0010, -2.1136], [-2.6036, -2.6011, 1.6241], [-3.6191, -3.8757, 2.3016], [-4.1802, -2.9548, 0.9004], [-0.6813, -4.2377, 1.3416], [-0.9396, -5.7605, 0.4798], [-1.6847, -5.4998, 2.0592], [-4.5707, -5.2018, -0.2377], [-3.9349, -6.0013, 1.1941], [-3.2373, -6.3576, -0.3817], [-2.9818, -2.0277, -5.4575], [-4.4601, -2.5228, -4.6351], [-4.0797, -3.1661, -6.2321], [-1.0452, -3.7024, -5.6887], [-2.1304, -4.8374, -6.4853], [-1.2349, -5.3343, -5.0505], [-4.7627, -4.9260, -3.8774], [-3.4265, -6.0825, -4.0599], [-4.2875, -5.4883, -5.4705], [-3.8385, 3.4170, -1.5785], [-5.1981, 2.6924, -0.1045], [-5.2247, 2.2887, 1.6041], [-4.7930, 1.0605, 0.4148], [-3.5001, 4.6033, 0.3224], [-2.0097, 4.2492, 1.1943], [-3.5537, 4.2477, 2.0456], [-2.6644, 0.6432, 1.8140], [-3.2786, 1.9043, 2.8857], [-1.6449, 2.0325, 2.2347], [3.9629, -3.3470, -2.6133], [5.2118, -4.2024, -3.4094], [6.0362, -4.8391, -2.5343], [5.6615, -4.6458, -1.1933], [4.5544, -3.8489, -1.0491], [3.8961, -3.3829, 0.1461], [2.8596, -2.4395, 0.0183], [2.1998, -1.9273, 1.0242], [2.5074, -2.3131, 2.2799], [3.5332, -3.2520, 2.5350], [3.7870, -3.6073, 3.8971], [3.0594, -3.0898, 4.9191], [1.9979, -2.1600, 4.6915], [1.1700, -1.6445, 5.6975], [0.1411, -0.7618, 5.3700], [0.0049, -0.4163, 4.0143], [0.7574, -0.8972, 3.0548], [1.7467, -1.7671, 3.3556], [-0.7889, -0.1986, 6.3142], [-0.8302, -0.3256, 7.6796], [-1.9053, 0.3653, 8.2691], [-2.6790, 1.0134, 7.3577], [-2.1121, 0.7979, 5.7574], [4.2262, -3.7838, 1.4390], [5.2688, -4.1716, -4.4803], [6.8857, -5.4227, -2.8371], [6.1995, -5.0781, -0.3703], [2.5733, -2.0790, -0.9624], [4.5756, -4.3197, 4.0981], [3.2651, -3.3845, 5.9383], [1.3211, -1.9483, 6.7210], [-0.7548, 0.2904, 3.7054], [-0.1134, -0.8888, 8.2487], [-2.0977, 0.3808, 9.3276], [-3.5567, 1.6093, 7.5248], [5.0137, -4.5018, 1.6044], [2.8915, 5.9367, -1.5468], [3.3686, 5.9004, -0.0980], [2.5048, 4.9825, 0.7699], [2.6080, 3.6096, 0.3328], [2.7532, 2.4950, 1.0448], [2.6415, 1.0122, 0.2823], [3.0153, 2.5659, 2.3925], [3.9363, 3.3520, 3.0901], [3.8265, 3.4663, 4.2864], [5.0466, 3.9370, 2.3018], [5.6224, 5.1348, 2.7285], [6.7002, 5.6666, 2.0450], [7.2203, 5.0020, 0.9443], [6.6711, 3.7969, 0.5353], [5.5901, 3.2612, 1.2109], [3.4234, 6.7081, -2.0961], [1.8287, 6.1661, -1.5961], [3.0729, 4.9890, -2.0490], [3.3196, 6.9070, 0.3198], [4.4073, 5.5680, -0.0570], [1.4558, 5.2917, 0.6830], [2.7970, 5.0591, 1.8170], [2.4263, 3.4488, -0.6488], [2.5739, 1.8515, 2.9590], [5.2124, 5.6334, 3.5951], [7.1426, 6.5935, 2.3785], [8.0598, 5.4168, 0.4082], [7.0856, 3.2656, -0.3090], [5.1899, 2.3051, 0.9049]], "forces_ev_per_angstrom": [[-0.46, 0.04, -1.82], [-0.11, 0.06, 0.24], [-0.10, 0.08, -0.14], [-0.04, -0.18, -0.12], [0.20, 0.06, -0.05], [0.04, -0.17, 0.09], [-0.20, 0.14, -0.07], [0.34, -0.05, 0.87], [-0.51, -0.06, 0.41], [0.29, 0.11, 0.65], [-0.15, -0.12, -0.08], [0.09, 0.06, 0.19], [0.02, 0.13, -0.34], [0.55, 0.64, 0.53], [-0.67, -0.48, -2.54], [1.67, 1.74, 2.77], [-0.02, -0.03, 0.14], [0.09, -0.05, -0.03], [-0.09, 0.07, -0.05], [0.20, 0.22, 0.02], [-0.02, -0.01, -0.18], [0.04, -0.20, 0.05], [-0.19, 0.01, 0.09], [0.18, 0.21, -0.02], [-1.07, 0.26, -2.35], [1.72, -1.95, 2.68], [0.71, -0.55, 0.30], [0.15, -0.13, -0.29], [-0.04, 0.17, 0.08], [0.17, 0.08, 0.09], [-0.07, -0.21, 0.02], [-0.05, 0.04, 0.04], [-0.05, 0.04, -0.08], [0.03, -0.15, -0.06], [0.15, -0.02, -0.04], [-0.07, 0.09, -0.14], [0.12, 0.06, 0.01], [-0.05, 0.06, 0.12], [-0.09, 0.09, -0.13], [-0.08, 0.03, 0.12], [-0.05, -0.11, -0.02], [0.04, 0.06, -0.12], [-0.02, 0.00, -0.14], [-0.09, -0.15, 0.05], [-0.11, -0.01, 0.03], [-0.10, -0.06, 0.15], [-0.10, 0.05, 0.00], [0.06, -0.01, 0.02], [0.05, -0.09, -0.04], [-0.02, -0.10, 0.14], [-0.16, -0.01, -0.07], [-0.01, -0.04, 0.10], [0.00, -0.14, -0.09], [0.07, 0.12, -0.03], [-0.09, 0.07, 0.05], [-0.06, -0.02, -0.18], [0.11, 0.10, -0.04], [-0.04, -0.04, -0.17], [0.10, -0.10, 0.03], [-0.11, -0.04, 0.10], [-0.01, -0.13, 0.09], [-0.02, -0.02, -0.13], [-0.14, 0.15, -0.03], [-0.07, 0.07, -0.10], [-0.09, 0.05, 0.16], [-0.03, -0.11, -0.03], [-0.05, 0.09, -0.10], [0.11, 0.06, 0.00], [-0.09, 0.06, 0.16], [-0.03, -0.05, 0.06], [-0.14, 0.07, 0.04], [0.05, -0.03, 0.07], [0.45, -0.35, 0.24], [-0.17, 0.16, 0.17], [-0.01, -0.01, -0.34], [-0.40, 0.27, 0.26], [0.24, -0.13, -0.91], [-0.08, 0.09, 1.01], [-0.05, 0.10, -0.09], [-0.94, 0.00, 0.16], [0.53, -0.45, -0.20], [-0.54, 0.57, -0.10], [-0.09, 0.00, 0.36], [0.30, -0.24, -0.09], [-0.15, 0.24, -0.80], [-0.44, 0.39, -0.32], [0.74, -0.44, -0.33], [-0.07, 0.11, 0.09], [-0.25, -0.08, -1.01], [-0.10, -0.08, 0.58], [-0.74, 0.49, 0.53], [0.13, -0.03, -0.52], [-0.25, 0.16, 0.09], [0.10, -0.04, -0.27], [0.25, -0.27, 0.54], [-0.22, 0.26, -0.55], [0.04, -0.05, -0.18], [0.14, -0.12, -0.08], [0.11, -0.05, 0.23], [-0.05, 0.00, 0.01], [0.03, -0.02, 0.05], [0.05, -0.05, 0.05], [0.05, -0.06, 0.14], [-0.10, 0.00, -0.04], [0.16, -0.13, 0.09], [-0.04, 0.01, 0.13], [-0.11, 0.07, 0.09], [0.09, -0.12, 0.04], [0.11, 0.08, 0.23], [-0.16, -0.09, -0.01], [0.09, 0.63, 0.20], [0.03, -0.52, 0.22], [-0.18, 0.46, -0.61], [-0.22, -0.61, -0.07], [-0.31, -0.01, 0.25], [-0.04, 0.18, 0.16], [0.05, -0.03, 0.01], [0.47, 0.14, -0.06], [-0.21, -0.18, 0.00], [-0.01, 0.05, 0.04], [-0.01, -0.03, -0.04], [0.05, -0.02, -0.07], [-0.08, 0.04, 0.17], [0.05, 0.01, -0.13], [-0.12, 0.00, -0.07], [-0.01, -0.09, -0.16], [0.03, -0.02, 0.08], [0.03, 0.05, 0.10], [0.06, -0.04, 0.08], [-0.14, 0.01, -0.15], [0.05, -0.14, 0.07], [0.14, 0.03, -0.14], [-0.01, 0.02, 0.07], [0.01, 0.07, 0.00], [0.10, 0.05, -0.03], [0.06, -0.01, -0.04], [-0.01, -0.07, -0.05]], "lowdin_charge": [0.957, -0.060, -0.557, -0.040, -0.036, -0.170, -0.054, -0.367, 1.142, -0.364, -0.067, -0.161, 0.041, -0.080, -0.358, -0.199, -0.535, -0.035, -0.034, -0.057, -0.557, -0.039, -0.039, -0.059, -0.368, -0.241, -0.088, 0.012, -0.527, -0.033, -0.031, -0.076, 0.086, 0.082, 0.087, 0.085, 0.089, 0.075, 0.086, 0.076, 0.089, 0.100, 0.103, 0.088, 0.062, 0.085, 0.094, 0.065, 0.092, 0.085, 0.089, 0.087, 0.088, 0.073, 0.092, 0.086, 0.076, 0.086, 0.090, 0.088, 0.088, 0.087, 0.104, 0.076, 0.085, 0.094, 0.079, 0.085, 0.086, 0.084, 0.073, 0.074, 1.074, -0.388, -0.170, -0.105, -0.462, -0.176, -0.108, 0.034, -0.146, -0.116, 0.002, -0.002, -0.117, 0.088, -0.181, -0.071, 0.068, -0.138, -0.465, -0.102, -0.167, -0.384, 1.074, 0.083, 0.070, 0.108, 0.112, 0.051, 0.123, 0.123, 0.129, 0.075, 0.112, 0.110, 0.072, 0.128, -0.095, -0.221, -0.163, 0.045, -0.811, 0.708, 0.107, -0.426, 0.119, -0.168, -0.012, -0.062, -0.069, -0.064, -0.032, 0.077, 0.078, 0.068, 0.118, 0.094, 0.132, 0.112, 0.123, 0.141, 0.125, 0.110, 0.109, 0.110, 0.094], "homo_ha": [-0.3530, -0.3478], "de_lowest_kcal_mol": 20.9, "s2": 8.774, "spin_multiplicity": 6, "total_charge": 1, "lumo_ha": [-0.1234, -0.1429]}